1.
Computed, not measured: the molecule C22H29N5O5S in a non-equilibrium geometry, with the ωB97M-V functional and the def2-TZVPD basis.

```
62
Properties=species:S:1:pos:R:3:forces:R:3
C 1.733 3.347 -3.898 0.18 -0.36 -0.12
C 2.796 2.407 -4.460 0.00 0.39 0.06
O 2.316 1.094 -4.683 -0.09 -0.16 -0.08
C 2.169 0.233 -3.646 -0.09 -0.43 0.19
C 1.706 -1.041 -3.982 0.03 0.25 -0.10
C 1.527 -2.000 -3.008 0.10 0.06 0.22
C 1.796 -1.713 -1.678 -0.08 0.11 0.10
O 1.633 -2.666 -0.681 0.44 0.20 -0.39
C 0.348 -2.680 -0.076 -0.55 -0.08 0.19
C -0.758 -3.210 -0.981 0.40 0.13 0.11
C 2.278 -0.443 -1.338 -0.16 -0.27 -0.09
N 2.576 -0.210 0.009 0.24 -0.62 -0.08
C 2.635 0.984 0.642 0.38 0.00 0.20
O 2.638 2.069 0.108 0.13 0.22 -0.14
C 2.847 0.878 2.152 -0.40 0.11 0.17
S 1.820 -0.351 3.012 0.49 -0.26 0.24
C 0.283 0.050 2.310 -0.23 0.17 -0.19
N 0.227 0.784 1.211 -0.39 0.22 -0.06
C -1.081 0.843 0.896 -0.36 -0.79 1.14
C -1.834 0.137 1.821 0.23 0.43 -0.70
C -3.255 0.037 1.712 0.34 -0.01 0.02
O -4.015 -0.559 2.454 -0.17 -0.09 0.12
N -3.731 0.732 0.596 -0.26 -0.08 0.09
C -5.173 0.693 0.415 -0.31 0.01 -0.06
C -2.995 1.430 -0.355 0.29 0.09 -0.07
O -3.518 1.980 -1.298 -0.09 0.13 -0.28
N -1.629 1.472 -0.171 -0.17 0.12 -0.03
C -0.788 2.144 -1.139 0.06 0.17 -0.28
N -0.927 -0.372 2.735 0.19 0.25 -0.36
C -1.281 -1.171 3.897 -0.07 -0.37 0.61
C -0.670 -2.565 3.789 -0.20 0.20 -0.05
C -0.854 -0.463 5.179 -0.15 -0.05 -0.17
C 2.465 0.522 -2.318 0.08 0.33 -0.29
H 0.841 3.306 -4.517 -0.09 0.03 -0.07
H 2.116 4.364 -3.898 0.02 0.13 0.03
H 1.464 3.077 -2.881 -0.04 0.02 0.13
H 3.680 2.389 -3.813 -0.03 -0.03 -0.09
H 3.101 2.748 -5.454 0.03 -0.03 0.18
H 1.498 -1.256 -5.018 -0.02 -0.03 -0.13
H 1.182 -2.988 -3.273 -0.04 -0.11 0.00
H 0.083 -1.669 0.263 0.09 -0.07 0.04
H 0.467 -3.330 0.796 -0.06 0.12 -0.03
H -0.504 -4.203 -1.343 -0.02 -0.12 -0.05
H -0.904 -2.549 -1.833 -0.08 0.02 -0.06
H -1.688 -3.266 -0.420 -0.13 0.00 0.05
H 2.536 -1.052 0.574 -0.03 0.22 0.01
H 3.878 0.583 2.360 -0.03 -0.01 0.02
H 2.656 1.856 2.594 0.08 -0.05 -0.19
H -5.660 1.111 1.295 -0.02 -0.05 -0.05
H -5.498 -0.341 0.296 -0.03 0.06 0.02
H -5.421 1.273 -0.470 0.03 -0.07 0.11
H -1.296 3.044 -1.483 0.07 -0.06 0.02
H -0.603 1.491 -1.995 0.05 0.06 -0.01
H 0.156 2.387 -0.655 0.01 0.01 -0.06
H -2.373 -1.248 3.868 0.24 0.04 -0.03
H 0.417 -2.509 3.793 0.09 -0.10 0.01
H -0.998 -3.052 2.873 0.00 -0.07 -0.08
H -0.990 -3.166 4.634 0.00 -0.09 0.09
H -1.227 -1.013 6.038 -0.02 -0.06 0.11
H 0.230 -0.408 5.247 0.06 0.04 0.09
H -1.262 0.545 5.211 -0.01 0.08 0.03
H 2.837 1.484 -2.015 0.02 0.06 -0.01
```
Forces are in eV/Å.

The SMILES is CCOc1ccc(OCC)c(NC(=O)CSc2nc3c(c(=O)n(C)c(=O)n3C)n2C(C)C)c1. As for the LUMO energy: 0.37 eV. Its energy is -1903.98681 Ha. The calculation puts the largest force on an atom at 1.4 eV/A. The HOMO-LUMO gap is 8.471 eV. For the HOMO energy, the calculation gives -8.1 eV.

2.
Computed, not measured: a structure of composition C32H31AsF7N7O9S2V in a non-equilibrium geometry, with the ωB97M-V functional and the def2-TZVPD basis.

```
90
Properties=species:S:1:pos:R:3:forces:R:3
V 1.961 -1.213 0.715 1.28 -0.09 0.13
C 3.216 2.877 4.194 -0.12 0.03 -0.24
S 2.825 3.160 2.439 0.03 0.10 0.15
C 2.388 1.467 2.102 0.02 -0.69 0.36
S 3.584 0.358 1.681 0.19 0.48 0.23
N 1.141 1.147 2.334 -0.43 1.16 0.21
N 0.922 -0.169 2.160 -0.46 -0.33 0.69
C -0.086 -0.722 2.727 0.35 0.73 -0.07
C -0.123 -2.147 2.576 -0.01 -0.74 -0.02
C -1.084 -2.977 3.138 0.07 0.40 -0.07
C -0.964 -4.340 2.967 0.19 -0.14 -0.15
C 0.118 -4.829 2.252 -0.23 0.01 0.17
C 1.034 -3.939 1.719 0.09 -0.14 -0.04
N 0.918 -2.620 1.857 -0.51 -0.72 0.61
H 3.481 3.840 4.627 0.02 0.00 0.03
H 2.336 2.462 4.679 0.05 -0.01 0.09
H 4.043 2.177 4.267 0.00 0.00 0.06
H -0.776 -0.155 3.339 0.00 -0.01 0.06
H -1.903 -2.537 3.689 0.04 0.00 0.08
H -1.694 -5.016 3.395 -0.01 0.01 0.01
H 0.265 -5.888 2.100 0.05 -0.01 0.04
H 1.881 -4.315 1.168 0.03 0.11 -0.06
F -3.892 1.036 -0.833 -0.04 0.07 0.00
C -2.741 1.537 -1.376 0.10 -0.18 0.16
C -1.564 0.987 -0.953 -0.08 0.04 0.06
C -0.362 1.416 -1.504 -0.34 0.29 -0.18
C 0.879 0.800 -1.081 0.52 0.27 0.03
O 0.867 0.011 -0.129 -2.02 1.72 -1.73
C 2.051 1.197 -1.781 0.23 -0.27 -0.02
C 1.984 2.191 -2.691 -0.34 0.05 0.10
N 0.823 2.828 -3.046 0.33 -0.15 -0.11
C 0.851 3.838 -4.069 -0.05 0.12 0.00
C 0.259 3.527 -5.418 -0.12 -0.04 -0.06
C 1.743 3.645 -5.255 0.11 -0.01 0.00
C -0.369 2.434 -2.474 -0.04 -0.20 0.08
C -1.585 3.011 -2.843 -0.29 0.01 0.00
C -2.796 2.556 -2.328 0.35 0.14 -0.16
N -3.992 3.158 -2.823 -0.06 0.02 0.06
C -5.252 2.966 -2.141 0.01 -0.08 -0.09
C -5.972 1.678 -2.557 0.10 0.17 0.53
N -6.110 1.652 -4.051 0.01 -0.04 0.02
C -4.779 1.809 -4.723 0.48 0.26 -0.14
C -4.168 3.134 -4.259 -0.09 -0.14 0.04
C 3.375 0.462 -1.590 0.03 -0.15 0.05
O 4.316 0.832 -2.285 -0.02 0.13 -0.01
O 3.343 -0.479 -0.749 -0.52 -0.03 -0.36
H -1.566 0.171 -0.234 0.06 -0.02 -0.03
H 2.897 2.503 -3.178 0.01 -0.01 -0.03
H 0.732 4.847 -3.689 0.02 0.00 -0.06
H -0.281 4.305 -5.941 0.03 0.06 0.04
H -0.137 2.530 -5.556 0.03 -0.02 0.04
H 2.251 4.513 -5.649 -0.05 0.05 0.03
H 2.322 2.734 -5.311 -0.03 -0.03 0.03
H -1.598 3.830 -3.547 0.02 0.03 0.01
H -5.895 3.827 -2.370 0.00 -0.01 0.00
H -5.098 2.950 -1.067 -0.07 0.00 0.01
H -6.962 1.619 -2.106 -0.07 -0.01 -0.15
H -5.396 0.806 -2.261 -0.02 -0.04 -0.13
H -6.706 2.431 -4.337 -0.08 -0.09 -0.07
H -6.557 0.783 -4.342 -0.04 0.03 -0.03
H -4.920 1.781 -5.802 -0.12 -0.05 0.02
H -4.139 0.981 -4.417 -0.13 -0.08 0.04
H -4.825 3.963 -4.551 0.03 0.01 -0.04
H -3.214 3.271 -4.759 -0.04 -0.01 -0.06
O 2.583 -0.681 4.292 0.06 -0.12 0.26
C 1.840 -1.461 4.982 0.19 0.00 0.18
C 0.811 -0.954 5.830 -0.06 0.07 -0.01
C 0.018 -1.787 6.587 0.00 -0.05 -0.01
C 0.181 -3.173 6.542 -0.12 -0.11 0.02
C 1.167 -3.700 5.723 -0.01 0.04 0.02
C 1.991 -2.887 4.958 -0.06 0.07 -0.07
C 3.028 -3.532 4.099 0.07 0.01 0.18
O 3.161 -4.739 4.036 0.02 0.00 -0.08
O 3.803 -2.704 3.411 0.00 -0.02 0.10
H 3.512 -1.753 3.629 -0.16 -0.08 0.09
H 0.695 0.123 5.884 0.02 0.01 -0.05
H -0.740 -1.363 7.240 -0.01 0.04 -0.03
H -0.449 -3.821 7.139 0.01 -0.01 0.00
H 1.321 -4.771 5.654 0.03 -0.01 0.00
F 3.301 -2.580 0.630 0.65 -0.94 -0.98
As 3.959 -3.368 -0.925 1.93 -2.91 -1.26
F 2.667 -4.541 -0.846 -0.06 0.45 0.32
F 3.059 -2.544 -2.132 -0.02 0.36 0.54
F 4.682 -4.299 -2.250 -0.18 0.31 0.47
F 5.297 -2.301 -0.948 -0.43 0.24 0.14
F 4.832 -4.390 0.195 -0.28 0.42 -0.07
O -1.200 -1.859 -0.031 0.17 -0.20 -0.17
N -0.513 -2.367 -0.947 -0.12 0.00 -0.07
O -1.049 -2.760 -1.989 0.19 0.13 0.21
O 0.744 -2.479 -0.814 -0.31 0.34 0.10
```
Forces are in eV/Å.

As for the LUMO energy (alpha / beta): -0.63 / -0.63 eV. Its energy is -6973.75464 Ha. The calculation puts the largest force on an atom at 3.7 eV/A. Its total charge is -1. The HOMO-LUMO gap (alpha / beta) is 3.174 / 3.168 eV. For the HOMO energy (alpha / beta), the calculation gives -3.8 / -3.8 eV. Its spin multiplicity is 3. As for the expectation value of S²: 2.02.

3.
Computed, not measured: the molecule C3H7N3 in a non-equilibrium geometry, with the ωB97M-V functional and the def2-TZVPD basis.

```
13
Properties=species:S:1:pos:R:3:forces:R:3
N -1.987 0.330 0.530 -0.04 -0.05 -0.13
C -0.842 0.819 -0.239 0.28 0.36 -0.12
C 0.446 0.551 0.484 -0.43 0.72 0.40
N 1.371 -1.515 -0.193 0.51 -0.63 -0.32
C 1.511 -0.116 -0.150 -0.45 -0.38 0.22
N 2.244 0.823 -0.513 -0.89 -0.39 0.43
H -2.843 0.723 0.147 0.16 -0.05 0.14
H -2.075 -0.681 0.460 0.14 0.16 0.01
H -0.919 1.905 -0.297 -0.29 0.13 -0.21
H -0.790 0.430 -1.270 0.07 0.09 0.22
H 0.415 0.593 1.572 0.24 0.55 -0.15
H 1.311 -1.932 -1.102 0.49 -0.26 -0.32
H 1.962 -1.998 0.464 0.20 -0.26 -0.17
```
Forces are in eV/Å.

As for the LUMO energy (alpha / beta): 0.40 / 0.31 eV. Its energy is -282.64203 Ha. The calculation puts the largest force on an atom at 1.1 eV/A. The HOMO-LUMO gap (alpha / beta) is 9.300 / 8.747 eV. For the HOMO energy (alpha / beta), the calculation gives -8.9 / -8.4 eV.

4.
Computed, not measured: the ion C5H13N3S with charge +2 in a non-equilibrium geometry, with the ωB97M-V functional and the def2-TZVPD basis.

```
22
Properties=species:S:1:pos:R:3:forces:R:3
C -0.680 0.489 -1.451 0.01 1.44 -1.32
C -0.177 -0.524 -0.559 -1.87 0.45 -0.72
C -0.101 2.288 0.589 -0.86 1.62 -1.96
C 0.933 -0.803 1.607 -0.59 -2.07 -2.45
C -0.674 -1.954 -0.859 2.89 1.56 3.36
N 0.247 -0.107 0.562 1.00 -0.16 -0.40
N -0.363 3.702 1.145 1.17 -0.08 -3.21
N 0.452 -2.838 -1.444 -1.60 -1.20 -1.49
S -0.760 2.131 -0.981 0.80 -1.52 1.04
H -0.941 0.373 -2.559 0.17 -0.02 1.87
H 0.682 1.662 0.953 0.13 0.55 0.49
H 1.888 -0.383 1.603 1.70 0.58 0.50
H 0.449 -0.660 2.504 -0.94 0.34 2.15
H 1.048 -1.883 1.410 -0.08 0.13 0.30
H -1.464 -1.955 -1.533 -1.21 -0.26 -1.35
H -1.041 -2.200 0.187 0.65 -0.98 -1.52
H 0.251 3.874 1.928 0.25 0.49 0.28
H -1.288 3.625 1.420 -2.42 0.20 1.55
H -0.408 4.506 0.412 0.82 -1.43 1.48
H 0.608 -2.532 -2.459 -0.36 -0.81 1.56
H -0.056 -3.751 -1.399 0.87 0.25 -0.86
H 1.393 -3.062 -1.076 -0.53 0.94 0.72
```
Forces are in eV/Å.

As for the LUMO energy (alpha / beta): -7.74 / -7.95 eV. Its energy is -759.99696 Ha. The calculation puts the largest force on an atom at 4.7 eV/A. Its total charge is +2. The HOMO-LUMO gap (alpha / beta) is 7.614 / 7.463 eV. For the HOMO energy (alpha / beta), the calculation gives -15.4 / -15.4 eV.

Record order is preserved below.
Relative energy (zero: lowest compared OMol25 entry of this formula, charge and spin): 4.0, 103.8, 83.0, 102.0 kcal/mol